Entry from the OMol25 dataset: one molecule with the formula C4H7NO2 (ωB97M-V/def2-TZVPD).

The geometry in XYZ format:
```
14
Properties=species:S:1:pos:R:3:forces:R:3
N 0.33875 -0.28655 2.17809 -0.056 0.092 0.142
C -0.73136 0.23751 1.39296 -0.027 0.230 0.062
O -1.45423 -0.69028 0.60088 -0.111 -0.188 0.046
C -0.64151 0.25991 -0.06866 0.061 0.182 -0.205
C 0.51467 -0.27902 -0.84602 -0.056 -0.112 0.198
C 0.47756 -0.18283 -2.30521 -0.136 -0.169 -0.245
O 1.26107 0.71635 -1.53706 0.145 0.190 0.028
H 0.00757 -0.51953 3.11013 0.059 -0.046 -0.143
H 1.06212 0.41729 2.29087 -0.011 -0.095 -0.086
H -1.39035 0.98068 1.85267 0.112 -0.131 -0.024
H -1.18205 1.04991 -0.59469 0.042 -0.107 0.046
H 1.10164 -1.06484 -0.37569 -0.107 0.115 -0.008
H -0.39909 0.25224 -2.78411 0.109 -0.023 0.075
H 1.03520 -0.89085 -2.91416 -0.024 0.062 0.115
```
Forces are in eV/Å.

Summary:
E_HOMO	-10.19	eV
DFT total energy	-9844.124	eV
total charge	0
SMILES	N[C@@H]1O[C@@H]1[C@H]1CO1